Computed, not measured: a cluster of 2 separate species, C5H14 in total at a distorted geometry, with the ωB97M-V functional and the def2-TZVPD basis.

```
19
Properties=species:S:1:pos:R:3:mulliken_charge:R:1
C 1.31 0.04 0.61 0.318
C 0.99 -1.53 0.96 -1.106
C -1.91 0.40 -1.02 -0.784
C 1.14 0.93 1.87 -1.007
C -1.42 0.14 -2.33 -0.750
H 2.04 1.58 2.04 0.308
H 2.28 0.09 0.06 0.383
H 1.91 -1.92 1.26 0.381
H 0.19 -1.49 1.73 0.390
H -1.89 -0.44 -0.44 0.375
H -2.09 -0.38 -3.04 0.352
H -2.91 0.78 -0.83 0.368
H -0.46 -0.46 -2.64 0.292
H 0.77 -2.23 0.18 0.368
H 0.28 1.64 1.69 0.327
H -1.28 1.05 -0.50 0.278
H 0.56 0.40 -0.16 -0.169
H 1.06 0.39 2.90 0.348
H -1.13 1.06 -2.88 0.328
```

Properties
max |F| = 5.3 eV/A
gap between HOMO and LUMO (spin up / spin down) = 13.5 / 3.8 eV
total energy = -5399.271 eV
relative energy (zero: lowest compared OMol25 entry of this formula, charge and spin) = 177.0 kJ/mol
LUMO level (spin up / spin down) = -0.09872 / -0.40907 Ha
spin multiplicity = 2
expectation value of S² = 0.753
HOMO (spin up / spin down) = -0.5943 / -0.5486 hartree
total charge = +1